P | An isolated molecule of CH5N3S. Source: the Open Molecules 2025 dataset; level of theory: wB97M-V/def2-TZVPD.

Properties
orbital gap: 9.307 eV
SMILES string: NNC(N)=S

Each line ends with the natural charge from an NBO analysis.
Atoms and positions in Å:
1 N 1.5333 -1.3504 -0.0033  -0.653
2 N 0.2258 -0.7712 0.1120  -0.464
3 C -0.1268 0.5540 0.0455  0.252
4 N -1.4967 0.8995 -0.2102  -0.818
5 S 0.8807 1.8612 0.4004  -0.270
6 H 1.6998 -1.6768 0.9702  0.373
7 H 1.8101 -0.2935 -0.4218  0.413
8 H -0.5975 -1.4389 -0.1314  0.371
9 H -2.1898 0.2974 -0.3487  0.370
10 H -1.7389 1.9185 -0.4127  0.424

=====

Q | An isolated molecule of CH5N3S. Source: the Open Molecules 2025 dataset; level of theory: wB97M-V/def2-TZVPD.

Properties
orbital gap: 9.910 eV
SMILES string: [H]/N=C(\N)NS

Each line ends with the natural charge from an NBO analysis.
Atoms and positions in Å:
1 H 2.1882 -0.6818 -0.8195  0.333
2 N 1.3776 -1.1720 -0.4320  -0.715
3 C 0.5650 -0.2378 -0.0819  0.563
4 N 0.5980 1.1540 -0.2014  -0.833
5 N -0.7085 -0.5847 0.5098  -0.784
6 S -2.0650 -0.1746 -0.4731  0.155
7 H 0.0233 1.6818 0.3917  0.393
8 H 1.5572 1.5323 -0.1632  0.381
9 H -0.6901 -1.6067 0.6334  0.391
10 H -2.8457 0.0897 0.6362  0.116

=====

R | A structure of composition CH5N3S. Source: the Open Molecules 2025 dataset; level of theory: wB97M-V/def2-TZVPD.

Properties
orbital gap: 8.490 eV

Each line ends with the natural charge from an NBO analysis.
Atoms and positions in Å:
1 C -0.2137 -0.0368 -0.0984  0.517
2 H -1.8726 0.1984 0.8790  0.390
3 H -1.5607 -1.2712 -0.4043  0.357
4 H -0.4928 1.8745 -0.3624  0.357
5 H 0.4560 -1.8438 0.4126  0.402
6 H 1.8211 1.2854 0.2750  0.288
7 N -1.4841 -0.3553 -0.3037  -0.747
8 N 0.2032 1.2024 -0.1246  -0.837
9 N 0.7405 -0.9396 -0.1030  -0.713
10 S 2.4029 -0.1141 -0.1702  -0.014

=====

S | An isolated molecule of CH5N3S. Source: the Open Molecules 2025 dataset; level of theory: wB97M-V/def2-TZVPD.

Properties
orbital gap: 9.419 eV
SMILES string: [H]/N=C(\N)NS

Each line ends with the natural charge from an NBO analysis.
Atoms and positions in Å:
1 H -1.8268 -1.1003 -0.0829  0.338
2 N -1.5129 -0.1322 -0.0137  -0.742
3 C -0.2618 -0.1713 -0.2281  0.573
4 N 0.5734 -1.1005 -0.9357  -0.856
5 N 0.5047 0.9640 0.0590  -0.761
6 S -0.0434 2.2121 1.1182  0.175
7 H 0.3683 -2.0717 -1.0797  0.398
8 H 1.5100 -0.8295 -1.0672  0.382
9 H 1.4487 0.7780 0.2706  0.378
10 H -0.7603 1.4513 1.9595  0.115

=====

Which of them is least stable? Easy: R.

=====

P | An isolated molecule of CH5N3S. Source: the Open Molecules 2025 dataset; level of theory: wB97M-V/def2-TZVPD.

Properties
orbital gap: 10.047 eV
SMILES string: [H]/N=C(\N)NS

Each line ends with the natural charge from an NBO analysis.
Atoms and positions in Å:
1 H -1.4090 1.3808 1.1358  0.332
2 N -0.4767 0.9845 1.2574  -0.735
3 C -0.1299 0.4133 0.1834  0.567
4 N -0.9091 0.1477 -0.9214  -0.851
5 N 1.2443 -0.0042 0.0397  -0.789
6 S 1.5192 -1.6590 -0.2433  0.179
7 H -0.4422 -0.2605 -1.7215  0.401
8 H -1.7641 0.6672 -1.1159  0.400
9 H 1.7963 0.4105 0.7723  0.401
10 H 0.5713 -2.0802 0.6135  0.094

=====

Q | An isolated molecule of CH5N3S. Source: the Open Molecules 2025 dataset; level of theory: wB97M-V/def2-TZVPD.

Properties
orbital gap: 9.643 eV
SMILES string: [H]/N=C(\N)NS

Each line ends with the natural charge from an NBO analysis.
Atoms and positions in Å:
1 H 2.7151 -0.4113 -0.4205  0.332
2 N 1.9113 -1.0055 -0.1383  -0.716
3 C 1.0401 -0.1223 0.1450  0.578
4 N 1.2258 1.3011 0.0106  -0.900
5 N -0.2965 -0.6233 0.2294  -0.806
6 S -1.7962 0.0261 -0.1681  0.199
7 H 0.3841 2.1609 -0.0155  0.413
8 H 2.0751 1.8153 0.0429  0.400
9 H -0.3077 -1.6047 0.4815  0.412
10 H -2.2521 0.6505 1.0193  0.088

=====

R | An isolated molecule of CH5N3S. Source: the Open Molecules 2025 dataset; level of theory: wB97M-V/def2-TZVPD.

Properties
orbital gap: 9.110 eV
SMILES string: CS/N=N/N

Each line ends with the natural charge from an NBO analysis.
Atoms and positions in Å:
1 C 1.7975 0.9776 -0.0138  -0.828
2 S 1.2900 -0.8011 -0.1413  0.531
3 N -0.2855 -0.9926 -0.0503  -0.469
4 N -1.1949 -0.0758 -0.0202  -0.029
5 N -2.3868 -0.7888 0.2303  -0.673
6 H 2.9683 1.1498 -0.1113  0.254
7 H 1.5550 1.4137 1.0940  0.237
8 H 1.2962 1.6184 -0.7818  0.237
9 H -3.2213 -0.8183 -0.4469  0.377
10 H -1.8184 -1.6828 0.2413  0.363

=====

Which of them is least stable? Easy: R.

=====

P | A structure of composition C4H4NO. Source: the Open Molecules 2025 dataset; level of theory: wB97M-V/def2-TZVPD.

Properties
orbital gap: 7.576 eV
charge: +1

Each line ends with the natural charge from an NBO analysis.
Atoms and positions in Å:
1 C -0.8571 -0.7580 0.4219  -0.032
2 C 0.9873 0.9191 0.1059  0.119
3 C -1.6286 0.0567 -0.3092  0.260
4 C 0.4084 -1.2948 0.0267  0.365
5 N -0.7894 0.6888 0.5566  -0.347
6 O 1.2727 -0.4294 0.0876  -0.368
7 H 1.1045 1.3659 -0.8416  0.221
8 H 1.4192 1.3633 1.0338  0.256
9 H -2.5442 0.3420 -0.7421  0.276
10 H 0.6272 -2.2536 -0.3396  0.250

=====

Q | A cluster of 2 separate species, C4H4NO in total. Source: the Open Molecules 2025 dataset; level of theory: wB97M-V/def2-TZVPD.

Properties
orbital gap: 10.430 eV
charge: +1

Each line ends with the natural charge from an NBO analysis.
Atoms and positions in Å:
1 C 2.5576 0.0269 0.5691  0.184
2 C 1.2861 0.0041 -0.2810  0.072
3 C -0.8281 0.1182 0.0273  0.470
4 C -2.2705 0.2104 -0.2746  -0.169
5 N 1.8952 -1.0622 0.3820  -0.248
6 O -1.5299 -0.6514 0.6933  -0.311
7 H 3.4517 0.3366 1.0147  0.273
8 H 1.0298 0.3045 -1.2678  0.255
9 H -2.8408 0.9584 0.2278  0.234
10 H -2.7511 -0.2457 -1.0908  0.239

=====

Which of them is least stable? Easy: Q.

=====

P | An isolated molecule of C11H14N2O. Source: the Open Molecules 2025 dataset; level of theory: wB97M-V/def2-TZVPD.

Properties
orbital gap (alpha / beta): 8.367 / 6.508 eV

Each line ends with the natural charge from an NBO analysis.
Atoms and positions in Å:
1 C -3.9479 0.0855 0.1331  -0.294
2 C -3.1382 1.1762 0.0488  -0.255
3 C -3.1541 -1.0885 -0.1775  0.581
4 C 3.2543 -0.4932 -0.5260  -0.041
5 C -0.0657 2.6376 0.5119  -0.448
6 C -0.6053 1.5638 -0.4915  -0.327
7 C -0.2784 3.0670 -0.8513  -0.088
8 C -1.8251 0.7334 -0.2698  0.241
9 C 0.1508 -1.6463 0.5397  -0.406
10 C 1.5798 -1.9936 0.1179  -0.251
11 C -0.7480 -1.4854 -0.6950  -0.236
12 N 2.0984 -0.9370 -0.6993  -0.411
13 N -1.8581 -0.6068 -0.4455  -0.403
14 O -3.4449 -2.2699 -0.2161  -0.576
15 H -4.9905 0.0488 0.3785  0.228
16 H -3.4066 2.2025 0.2134  0.222
17 H 3.6044 0.2979 -1.1716  0.173
18 H 3.9522 -0.8578 0.2364  0.139
19 H -0.6776 3.0436 1.3158  0.220
20 H 0.9245 2.3674 0.8565  0.230
21 H 0.2228 0.9255 -0.7899  0.248
22 H -1.0475 3.7868 -1.0903  0.178
23 H -0.2386 -2.4269 1.1941  0.221
24 H 0.1643 -0.7098 1.1020  0.204
25 H 2.2071 -2.1959 0.9996  0.177
26 H 1.5532 -2.8951 -0.5040  0.206
27 H -0.1532 -1.0981 -1.5265  0.224
28 H -1.1781 -2.4494 -0.9788  0.243

=====

Q | A cluster of 2 separate species, C11H14N2O in total. Source: the Open Molecules 2025 dataset; level of theory: wB97M-V/def2-TZVPD.

Properties
orbital gap: 6.569 eV

Each line ends with the natural charge from an NBO analysis.
Atoms and positions in Å:
1 C -4.3472 0.3005 0.2481  -0.279
2 N -5.4707 0.5679 0.0254  -0.637
3 C 3.1880 2.3120 -2.7335  -0.256
4 O 2.0873 2.7661 -1.9206  -0.483
5 C 1.2627 1.8342 -1.3560  0.348
6 C 0.2020 2.3651 -0.5871  -0.262
7 C -0.6673 1.5336 0.0738  -0.107
8 C -0.4851 0.1218 0.0406  -0.201
9 C -1.3328 -0.7240 0.8630  0.259
10 N -0.8807 -1.6941 1.6388  -0.285
11 C -1.8280 -2.6211 2.2681  -0.422
12 C 0.5526 -1.9759 1.7925  -0.423
13 C 0.5156 -0.4017 -0.8049  -0.159
14 C 1.3912 0.4245 -1.4821  -0.277
15 H 3.6871 3.2175 -3.0819  0.211
16 H 3.8631 1.7113 -2.1111  0.182
17 H 2.7940 1.7365 -3.5808  0.187
18 H 0.1075 3.4459 -0.5450  0.241
19 H -1.4759 1.9572 0.6719  0.254
20 H -2.4294 -0.6011 0.7976  0.303
21 H -1.2666 -3.3976 2.7788  0.213
22 H -2.4904 -2.1044 2.9737  0.246
23 H -2.4628 -3.0814 1.5021  0.239
24 H 0.6405 -2.7245 2.5858  0.219
25 H 0.9477 -2.3995 0.8623  0.218
26 H 1.1144 -1.0611 2.0328  0.240
27 H 0.5972 -1.4828 -0.8785  0.210
28 H 2.1859 -0.0248 -2.0736  0.223

=====

Which of them is least stable? Easy: P.

=====

P | An isolated molecule of CH3ClN2O2. Source: the Open Molecules 2025 dataset; level of theory: wB97M-V/def2-TZVPD.

Properties
orbital gap: 9.442 eV
SMILES string: NC(=O)N(O)Cl

Each line ends with the natural charge from an NBO analysis.
Atoms and positions in Å:
1 N 0.1790 0.0385 1.4261  -0.837
2 C 0.7415 0.0334 0.2474  0.783
3 O 1.7597 -0.4287 -0.1265  -0.545
4 N -0.4881 0.6117 -0.9081  -0.265
5 O -1.4575 -0.3022 -0.9530  -0.514
6 Cl 0.3232 0.9832 -2.3550  0.090
7 H -0.5336 0.6715 1.7694  0.427
8 H 0.5961 -0.5686 2.2450  0.417
9 H -1.1203 -1.0388 -1.3452  0.443

=====

Q | A cluster of 2 separate species, CH3ClN2O2 in total. Source: the Open Molecules 2025 dataset; level of theory: wB97M-V/def2-TZVPD.

Properties
orbital gap (alpha / beta): 5.115 / 5.277 eV

Each line ends with the natural charge from an NBO analysis.
Atoms and positions in Å:
1 C -0.9813 -1.5555 -0.0454  -0.184
2 N 1.0365 1.2780 -0.2545  0.015
3 N 0.3865 0.5261 0.6114  0.159
4 O 1.6308 2.4410 -0.0465  -0.514
5 O -0.0800 0.9483 1.6838  -0.404
6 Cl -1.5873 -1.0557 -1.5475  0.122
7 H -0.2720 -2.3146 -0.0753  0.213
8 H -1.4425 -1.0722 0.7675  0.236
9 H 1.3093 0.8046 -1.0934  0.357

=====

Which of them is least stable? Easy: Q.

=====

P | An isolated molecule of CH3ClN2O2. Source: the Open Molecules 2025 dataset; level of theory: wB97M-V/def2-TZVPD.

Properties
orbital gap: 10.391 eV
SMILES string: C/N=[N+](/[O-])OCl

Each line ends with the natural charge from an NBO analysis.
Atoms and positions in Å:
1 C -0.2913 -0.0278 -0.0306  -0.441
2 N -0.8979 0.8820 0.9208  -0.185
3 N -0.4371 1.6572 1.6720  0.562
4 O -0.9582 2.4391 2.4194  -0.359
5 O 1.1591 1.7698 1.6415  -0.511
6 Cl 1.6991 2.9412 2.6992  0.271
7 H -0.8632 -0.9434 -0.2164  0.227
8 H -0.3615 0.4809 -0.8918  0.215
9 H 0.8326 -0.3039 0.2819  0.221

=====

Q | An isolated molecule of CH3ClN2O2. Source: the Open Molecules 2025 dataset; level of theory: wB97M-V/def2-TZVPD.

Properties
orbital gap: 10.503 eV
SMILES string: CN(Cl)[N+](=O)[O-]

Each line ends with the natural charge from an NBO analysis.
Atoms and positions in Å:
1 C -0.1224 -0.0404 -0.2633  -0.455
2 N -1.5079 -0.2517 0.2751  -0.352
3 Cl -2.2845 -1.6983 -0.0977  0.182
4 N -2.4519 0.9240 0.0213  0.631
5 O -1.8945 1.9934 -0.0881  -0.376
6 O -3.6233 0.7444 0.0009  -0.329
7 H 0.3730 -1.1123 -0.1132  0.237
8 H -0.1611 0.1450 -1.4572  0.210
9 H 0.4639 0.7697 0.3000  0.252

=====

Which of them is least stable? Easy: P.